Formula: C6H6I2O
Source: the Open Molecules 2025 dataset
Level of theory: the ωB97M-V functional and the def2-TZVPD basis

Geometry as XYZ:
```
15
Properties=species:S:1:pos:R:3:lowdin_charge:R:1
C -0.48 -1.43 -0.67 -0.19
C -0.65 -0.30 -1.66 -0.29
C 0.00 -1.31 0.55 -0.15
C -1.63 0.59 -1.58 -0.70
C 0.32 -0.06 1.40 -0.17
C 1.40 0.68 1.29 -0.80
O 1.77 1.65 2.15 -0.10
I -3.02 0.79 -0.12 0.98
I 2.44 0.75 -0.56 0.88
H -0.75 -2.36 -1.13 0.10
H 0.13 -0.15 -2.52 0.11
H 0.11 -2.16 1.17 0.09
H -1.89 1.16 -2.48 0.03
H -0.36 -0.06 2.23 0.10
H 2.62 2.21 1.93 0.13
```

Computed properties:
- LUMO (alpha / beta): -0.136 / -4.044 eV
- HOMO level (alpha / beta): -3.75 / -8.04 eV
- 2S+1: 3
- Kohn-Sham gap (alpha / beta): 0.1328 / 0.1468 hartree


Formula: C6H6LiNaO6
Source: the Open Molecules 2025 dataset
Level of theory: the ωB97M-V functional and the def2-TZVPD basis

Geometry as XYZ:
```
20
Properties=species:S:1:pos:R:3:lowdin_charge:R:1
O 2.57 2.47 -0.07 -0.04
C 1.74 1.54 -0.08 -0.75
O 0.50 1.74 -0.25 -0.13
O 2.20 0.30 0.14 0.12
C 1.28 -0.73 0.44 -0.52
C 1.65 -2.08 -0.08 0.01
H 0.01 -0.11 1.74 0.09
H 1.49 -2.94 0.57 0.11
H 2.55 -2.11 -0.71 0.12
O 0.81 -0.65 1.74 0.06
C 0.44 -1.35 -0.67 -0.49
O 0.44 -0.86 -1.92 -0.31
Na 1.23 4.35 -0.32 0.82
Li -0.42 0.72 -1.62 0.66
C -3.24 0.37 0.56 -0.10
O -3.46 0.10 -0.86 0.03
H -3.65 -0.39 1.23 0.10
H -3.34 1.43 0.84 0.10
C -2.24 -0.01 -0.45 0.00
H -0.56 -1.78 -0.24 0.13
```

Computed properties:
- Energy relative to the best compared isomer or geometry (same formula, charge and spin): 0.0 kcal/mol
- LUMO: -1.519 eV
- HOMO level: -6.65 eV
- Kohn-Sham gap: 0.1886 hartree